# 1
ORCA calculation (ωB97M-V/def2-TZVPD) on C42H31IrN7O5PSSe as an isolated structure.

Summary:
charge	+1
2S+1	2
LUMO (alpha / beta)	-3.46 / -4.35	eV
HOMO level (alpha / beta)	-11.08 / -11.08	eV
gap between HOMO and LUMO (alpha / beta)	0.2800 / 0.2471	hartree

Structure (XYZ):
```
89
Properties=species:S:1:pos:R:3:mulliken_spin:R:1
Ir -0.622 -0.454 1.110 -0.0228
Se -2.823 6.045 4.382 0.0001
N -3.695 4.784 3.483 0.0004
C -2.846 3.821 3.256 0.0007
C -3.193 2.602 2.532 -0.0279
C -4.471 2.330 2.045 0.0030
C -4.681 1.148 1.367 -0.0092
C -3.623 0.265 1.193 0.0163
N -2.399 0.517 1.645 0.0348
C -2.182 1.678 2.302 0.0124
C -0.825 1.902 2.777 -0.0192
N 0.047 0.912 2.497 -0.0023
C 1.242 0.932 3.081 0.0004
C 1.643 1.983 3.897 0.0005
C 0.788 3.043 4.115 0.0003
C -0.488 2.998 3.558 0.0034
C -1.511 4.016 3.765 0.0004
N -1.295 5.135 4.400 -0.0002
H -5.263 3.050 2.201 0.0017
H -5.653 0.890 0.973 -0.0001
H -3.760 -0.684 0.699 0.0012
H 1.910 0.106 2.889 0.0001
H 2.627 1.956 4.341 0.0001
H 1.075 3.893 4.719 -0.0002
O -0.832 4.109 0.564 0.2216
S -1.770 3.699 -0.469 0.3921
O -2.962 4.491 -0.710 0.2528
O -0.867 0.902 -0.495 -0.0112
C -0.851 3.645 -2.015 0.1327
C -0.501 4.883 -2.534 0.0252
C 0.176 4.939 -3.741 0.0116
C 0.486 3.767 -4.414 -0.0039
C 0.133 2.539 -3.879 0.0002
C -0.548 2.453 -2.663 -0.0573
P -0.969 0.807 -2.015 0.0487
C 0.216 -0.291 -2.767 -0.0006
C 1.556 -0.178 -2.392 0.0029
C 2.514 -0.927 -3.049 -0.0002
C 2.141 -1.801 -4.063 0.0001
C 0.810 -1.923 -4.430 0.0007
C -0.157 -1.164 -3.787 -0.0013
C -2.595 0.431 -2.693 0.0054
C -3.403 -0.558 -2.134 -0.0107
C -4.644 -0.838 -2.682 -0.0001
C -5.087 -0.144 -3.798 0.0003
C -4.281 0.827 -4.374 0.0002
C -3.042 1.118 -3.825 -0.0092
H -0.762 5.788 -2.002 0.0009
H 0.458 5.898 -4.153 0.0023
H 1.014 3.806 -5.358 -0.0001
H 0.403 1.632 -4.405 -0.0006
H 1.842 0.494 -1.591 0.0005
H 3.554 -0.845 -2.764 0.0000
H 2.892 -2.403 -4.554 0.0000
H 0.521 -2.615 -5.208 0.0000
H -1.197 -1.262 -4.072 0.0009
H -3.025 -1.147 -1.312 0.0001
H -5.260 -1.615 -2.246 0.0000
H -6.056 -0.366 -4.226 0.0000
H -4.617 1.365 -5.250 0.0001
H -2.436 1.891 -4.277 0.0005
N -1.224 -1.860 -0.234 0.0019
C -0.751 -2.893 -0.559 -0.0008
N -0.334 -4.020 -0.938 0.0003
C 0.848 -4.082 -1.554 0.0003
N 1.869 -4.195 -2.082 0.0000
C 5.842 -5.183 2.978 0.0005
C 4.668 -4.306 2.657 -0.0003
C 3.530 -4.309 3.447 0.0001
C 2.423 -3.521 3.163 -0.0002
C 1.254 -3.644 4.106 0.0003
C 2.468 -2.691 2.018 0.0010
C 3.627 -2.667 1.200 0.0014
C 3.746 -1.856 -0.060 0.0000
C 4.696 -3.472 1.544 -0.0012
C 1.309 -1.889 1.650 -0.0020
O 0.180 -1.962 2.262 0.0003
O 1.278 -1.031 0.693 0.0002
H 5.700 -5.713 3.918 0.0000
H 6.758 -4.593 3.048 0.0000
H 5.991 -5.921 2.188 0.0000
H 3.498 -4.947 4.322 -0.0001
H 1.591 -4.098 5.036 0.0001
H 0.485 -4.288 3.675 -0.0001
H 0.780 -2.693 4.330 0.0000
H 2.997 -2.176 -0.784 0.0002
H 4.732 -2.013 -0.497 -0.0001
H 3.607 -0.791 0.117 0.0000
H 5.577 -3.464 0.913 -0.0001
```


# 2
ORCA calculation (ωB97M-V/def2-TZVPD) on C42H32IrN5P2Se as an isolated structure.

Summary:
charge	+2
LUMO	-6.09	eV
HOMO level	-13.31	eV
gap between HOMO and LUMO	0.2653	hartree

Structure (XYZ):
```
83
Properties=species:S:1:pos:R:3:mulliken_charge:R:1
Ir -0.174 -0.659 0.117 1.0418
C 2.017 -0.878 -2.179 -0.8972
P 0.200 -1.240 -2.174 0.5588
C -0.621 -0.249 -3.434 0.6996
C -0.139 1.010 -3.793 -0.3719
C -0.834 1.781 -4.713 -0.8512
C -2.016 1.309 -5.264 -0.5925
C -2.505 0.061 -4.901 -0.7906
C -1.811 -0.720 -3.990 -0.6861
C 0.077 -2.956 -2.742 0.4824
C 0.927 -3.371 -3.770 -0.6878
C 0.828 -4.653 -4.284 -0.8319
C -0.129 -5.530 -3.792 -0.5913
C -1.000 -5.114 -2.798 -0.8426
C -0.899 -3.831 -2.280 0.0153
C 2.516 -1.305 -0.841 0.4126
C 3.576 -1.974 -0.340 -0.9876
C 3.486 -1.925 1.110 -0.9156
C 2.380 -1.224 1.439 0.1127
C 1.778 -0.717 2.709 -1.1458
P -0.037 -0.404 2.458 1.5218
C -0.999 -1.633 3.356 0.1680
C -0.447 -2.851 3.746 -0.5615
C -1.242 -3.808 4.364 -0.8348
C -2.586 -3.553 4.592 -0.5781
C -3.143 -2.342 4.197 -0.9157
C -2.356 -1.385 3.579 -0.7310
C -0.372 1.199 3.199 0.5746
C -0.778 1.332 4.526 -0.3453
C -0.934 2.596 5.074 -0.7567
C -0.678 3.726 4.309 -0.5764
C -0.261 3.597 2.991 -0.8617
C -0.110 2.337 2.437 -0.5017
N 1.719 -0.875 0.235 0.4022
H 2.116 0.209 -2.245 0.4237
H 2.569 -1.310 -3.009 0.5210
H 0.784 1.392 -3.376 0.3785
H -0.444 2.746 -5.008 0.4618
H -2.551 1.908 -5.989 0.4484
H -3.419 -0.313 -5.343 0.4688
H -2.182 -1.706 -3.736 0.4640
H 1.664 -2.699 -4.187 0.3207
H 1.496 -4.965 -5.076 0.4391
H -0.203 -6.531 -4.196 0.4180
H -1.765 -5.786 -2.430 0.4735
H -1.611 -3.508 -1.539 0.5126
H 4.374 -2.430 -0.905 0.5066
H 4.198 -2.352 1.798 0.5471
H 2.202 0.259 2.960 0.5223
H 1.964 -1.370 3.561 0.6487
H 0.601 -3.066 3.576 0.3931
H -0.805 -4.746 4.679 0.4697
H -3.200 -4.293 5.089 0.4615
H -4.189 -2.139 4.386 0.4932
H -2.791 -0.434 3.293 0.5943
H -0.969 0.458 5.136 0.4615
H -1.247 2.698 6.105 0.4553
H -0.797 4.709 4.745 0.4279
H -0.049 4.478 2.400 0.4551
H 0.240 2.234 1.415 0.2253
Se -7.814 0.022 -0.405 0.3443
N -6.743 -1.294 0.113 -0.8381
C -5.514 -0.863 -0.010 0.6111
C -4.345 -1.674 0.316 1.0081
C -4.381 -2.980 0.806 -0.8745
C -3.188 -3.615 1.088 -1.2104
C -1.983 -2.958 0.861 -0.7047
N -1.944 -1.723 0.368 0.5398
C -3.103 -1.083 0.129 -0.0440
C -2.951 0.276 -0.328 -0.2688
N -1.676 0.702 -0.395 0.2429
C -1.439 1.930 -0.843 -0.2352
C -2.471 2.788 -1.210 -1.2517
C -3.782 2.369 -1.111 -0.9267
C -4.038 1.074 -0.659 0.9158
C -5.363 0.483 -0.497 0.6589
N -6.471 1.124 -0.764 -0.8591
H -5.334 -3.467 0.965 0.6263
H -3.167 -4.621 1.482 0.6376
H -1.030 -3.431 1.053 0.6530
H -0.400 2.225 -0.914 0.6866
H -2.226 3.778 -1.567 0.5518
H -4.605 3.019 -1.377 0.6104
```


# 3
ORCA calculation (ωB97M-V/def2-TZVPD) on C42H32N10S2SiTl as an isolated structure.

Summary:
charge	-1
LUMO	1.65	eV
HOMO level	-4.43	eV
gap between HOMO and LUMO	0.2235	hartree

Structure (XYZ):
```
88
Properties=species:S:1:pos:R:3:mulliken_charge:R:1
Tl 0.328 1.087 0.134 0.8699
N -3.764 -1.865 1.582 0.1956
C -2.477 -1.459 1.533 -0.6557
N -2.034 -0.318 1.918 0.0466
C -2.940 0.636 2.357 -0.1195
N -2.607 1.835 2.674 -1.1928
N -1.282 2.158 2.399 1.1286
C -0.863 3.127 3.100 -1.0778
C 0.483 3.718 2.920 0.8891
C 0.776 4.905 3.578 -1.0061
C 2.037 5.460 3.427 -0.4156
C 2.955 4.810 2.624 -1.2792
C 2.567 3.633 1.996 -0.3611
N 1.364 3.093 2.138 0.7005
C -4.366 0.262 2.465 0.9169
C -5.343 1.146 2.925 -0.3082
C -6.666 0.763 2.977 -0.7885
C -7.038 -0.517 2.561 -0.3723
C -6.089 -1.403 2.098 -0.8980
C -4.752 -1.008 2.051 -0.1423
H -4.022 -2.743 1.164 0.3188
H -1.780 -2.183 1.120 0.4101
H -1.513 3.576 3.854 0.2519
H 0.021 5.385 4.188 0.4455
H 2.293 6.387 3.924 0.4063
H 3.954 5.196 2.479 0.4544
H 3.253 3.104 1.343 0.6248
H -5.029 2.137 3.222 0.4610
H -7.417 1.458 3.328 0.4016
H -8.076 -0.820 2.599 0.3943
H -6.371 -2.394 1.761 0.3842
S -1.342 2.864 -0.740 -0.2973
C -0.627 2.867 -2.324 0.6108
C -1.503 2.680 -3.455 -0.1816
N -2.224 2.529 -4.341 -0.6361
C 0.719 2.967 -2.503 0.8052
S 1.811 3.098 -1.174 -0.4208
C 1.274 2.874 -3.835 -0.1612
N 1.741 2.802 -4.885 -0.6349
N -0.348 -7.057 -7.194 -0.5747
C -0.285 -6.179 -6.455 -0.0711
C -0.204 -5.077 -5.523 0.6319
C -0.486 -5.290 -4.177 -0.8713
C -0.406 -4.234 -3.287 0.0839
C -0.035 -2.965 -3.721 -0.3067
C 0.247 -2.761 -5.069 0.1472
C 0.158 -3.808 -5.970 -0.9217
C 0.061 -1.827 -2.757 0.6324
C -1.162 -1.361 -2.253 -0.7080
C -2.442 -1.772 -2.733 -0.5892
C -3.373 -0.989 -2.089 -1.9187
C -2.628 -0.145 -1.232 -0.5101
N -1.324 -0.362 -1.302 1.2656
C 1.338 -1.327 -2.539 -0.3124
C 2.549 -1.854 -3.097 -0.7921
C 3.550 -0.991 -2.738 -1.5782
C 2.915 0.038 -1.982 -0.9014
N 1.623 -0.163 -1.834 1.1070
H -0.766 -6.279 -3.839 0.4225
H -0.630 -4.387 -2.239 0.4542
H 0.526 -1.771 -5.404 0.5704
H 0.366 -3.649 -7.020 0.4401
H -2.625 -2.500 -3.507 0.5439
H -4.443 -0.977 -2.228 0.5060
H -3.022 0.637 -0.597 0.5893
H 2.641 -2.759 -3.678 0.5823
H 4.596 -1.048 -2.994 0.4351
H 3.368 0.937 -1.587 0.7659
C 1.975 -2.073 0.807 -0.8517
Si 1.646 -0.455 1.677 0.7286
C 0.833 -0.809 3.321 -1.1179
C 3.307 0.321 2.102 0.4097
C 4.366 0.329 1.190 -0.2387
C 5.580 0.932 1.497 -0.6377
C 5.764 1.534 2.734 -0.5688
C 4.732 1.524 3.662 -0.5887
C 3.519 0.926 3.344 -0.5185
H 2.411 -2.785 1.514 0.5124
H 2.665 -1.940 -0.028 0.1421
H 1.058 -2.501 0.393 0.0662
H 1.555 -1.322 3.964 0.4936
H -0.041 -1.444 3.196 0.3099
H 0.500 0.103 3.821 0.1316
H 4.245 -0.143 0.224 0.3843
H 6.379 0.936 0.765 0.4278
H 6.709 2.004 2.976 0.3681
H 4.868 1.988 4.632 0.4126
H 2.718 0.953 4.073 0.2459
```


# 4
ORCA calculation (ωB97M-V/def2-TZVPD) on C42H34BrCrN4O4 as an isolated structure.

Summary:
charge	0
2S+1	2
LUMO (alpha / beta)	0.12 / 0.12	eV
HOMO level (alpha / beta)	-8.46 / -8.02	eV
gap between HOMO and LUMO (alpha / beta)	0.3155 / 0.2992	hartree

Structure (XYZ):
```
86
Properties=species:S:1:pos:R:3:mulliken_spin:R:1
Cr -0.722 -0.173 -0.132 1.0144
O -0.908 1.351 -1.109 -0.0219
C -0.004 2.215 -1.731 0.0246
C 0.890 1.341 -2.602 0.0054
C 1.770 0.382 -1.856 0.0008
C 3.045 0.160 -2.353 -0.0006
C 3.873 -0.757 -1.742 -0.0006
C 3.408 -1.412 -0.625 -0.0007
C 2.137 -1.137 -0.142 -0.0067
C 1.681 -1.820 1.100 0.0160
C 0.459 -2.703 0.845 0.0203
O -0.591 -1.885 0.389 -0.0119
C 0.795 -3.735 -0.232 0.0052
C 0.528 -3.475 -1.573 0.0056
C 0.876 -4.391 -2.557 -0.0002
C 1.502 -5.583 -2.211 0.0000
C 1.774 -5.846 -0.876 -0.0001
C 1.419 -4.929 0.105 0.0012
C -0.020 -3.391 2.120 -0.0096
C -1.163 -4.184 2.031 -0.0001
C -1.655 -4.850 3.139 0.0017
C -1.006 -4.730 4.365 -0.0002
C 0.121 -3.933 4.466 -0.0002
C 0.612 -3.263 3.348 -0.0005
N 1.308 -0.262 -0.762 -0.0139
C -0.771 3.163 -2.657 0.0013
C -2.140 3.025 -2.844 0.0048
C -2.821 3.872 -3.714 -0.0001
C -2.142 4.861 -4.407 0.0001
C -0.773 5.009 -4.216 -0.0002
C -0.096 4.170 -3.345 0.0002
C 0.771 3.047 -0.708 -0.0069
C 2.133 3.296 -0.800 -0.0023
C 2.770 4.109 0.134 -0.0001
C 2.045 4.686 1.163 0.0001
C 0.676 4.449 1.254 -0.0003
C 0.050 3.640 0.324 0.0011
H 1.505 1.947 -3.267 0.0000
H 0.218 0.767 -3.248 -0.0010
H 3.373 0.716 -3.221 -0.0001
H 4.866 -0.952 -2.127 -0.0001
H 4.015 -2.143 -0.111 -0.0002
H 1.411 -1.073 1.847 -0.0023
H 2.499 -2.423 1.493 -0.0005
H 0.034 -2.551 -1.842 -0.0009
H 0.656 -4.176 -3.596 0.0000
H 1.769 -6.302 -2.975 0.0000
H 2.257 -6.773 -0.593 0.0000
H 1.625 -5.151 1.147 -0.0001
H -1.664 -4.276 1.073 -0.0007
H -2.540 -5.467 3.052 0.0000
H -1.386 -5.250 5.236 0.0000
H 0.622 -3.819 5.419 0.0000
H 1.465 -2.611 3.463 0.0001
H -2.666 2.260 -2.289 -0.0042
H -3.891 3.760 -3.843 0.0000
H -2.672 5.517 -5.085 0.0000
H -0.234 5.789 -4.739 0.0000
H 0.965 4.317 -3.179 0.0000
H 2.724 2.851 -1.592 0.0001
H 3.835 4.286 0.053 0.0000
H 2.538 5.319 1.889 0.0000
H 0.097 4.895 2.054 0.0000
H -1.011 3.450 0.394 -0.0005
Br -0.127 3.827 7.144 0.0000
C -0.791 3.219 5.482 0.0000
C -1.944 3.784 4.961 0.0000
N -2.468 3.398 3.798 -0.0001
C -1.826 2.443 3.123 0.0006
C -0.663 1.833 3.568 -0.0005
C -0.139 2.221 4.789 -0.0001
C 0.041 0.761 2.772 -0.0025
O 0.805 0.007 3.360 0.0005
O -0.235 0.777 1.516 -0.0062
H -2.460 4.570 5.501 0.0000
H -2.257 2.143 2.177 0.0003
H 0.757 1.745 5.164 0.0000
N -3.426 -1.513 -3.197 -0.0002
C -3.997 -2.160 -2.121 -0.0007
C -3.235 -1.821 -1.051 0.0041
N -2.222 -0.977 -1.462 -0.0161
C -2.366 -0.815 -2.753 0.0064
H -3.741 -1.552 -4.151 0.0000
H -4.872 -2.776 -2.213 0.0000
H -3.324 -2.137 -0.026 -0.0005
H -1.748 -0.198 -3.383 -0.0004
```


# 5
ORCA calculation (ωB97M-V/def2-TZVPD) on C42H34CsN3O6P2STe as an isolated structure.

Summary:
charge	-2
LUMO	3.26	eV
HOMO level	-1.17	eV
gap between HOMO and LUMO	0.1627	hartree

Structure (XYZ):
```
90
Properties=species:S:1:pos:R:3:mulliken_charge:R:1
Cs 0.249 -0.453 0.504 2.8823
O 4.615 0.795 0.003 -0.7427
C 3.459 0.876 0.412 -0.0397
N 2.376 1.274 -0.237 0.1368
C 2.227 2.305 -1.054 -0.3871
O 2.796 3.398 -0.979 -0.7593
C 1.196 2.087 -2.137 0.4983
C 1.228 2.922 -3.254 -0.7876
C 0.400 2.651 -4.326 -0.2263
C -0.456 1.564 -4.240 -0.8935
C -0.463 0.838 -3.058 -0.8322
N 0.341 1.077 -2.042 0.3723
C 3.137 0.447 1.829 0.3230
C 3.124 1.462 2.785 -0.4663
C 2.847 1.137 4.098 -0.5546
C 2.598 -0.190 4.412 -0.6183
C 2.652 -1.123 3.392 0.0039
N 2.922 -0.826 2.131 -0.2351
H 1.913 3.757 -3.241 0.4617
H 0.421 3.270 -5.216 0.3728
H -1.109 1.290 -5.057 0.4126
H -1.157 0.018 -2.927 0.9416
H 3.334 2.477 2.481 0.5009
H 2.821 1.902 4.866 0.3638
H 2.351 -0.492 5.419 0.3686
H 2.469 -2.171 3.603 0.3856
O -1.793 -1.239 -0.655 -0.7274
P -2.286 -2.516 -1.159 0.0362
C -1.017 -3.462 -2.109 -0.7937
P 0.470 -3.552 -1.029 0.4437
O 1.154 -2.270 -0.913 -1.0464
C 1.551 -4.837 -1.740 0.4160
C 1.251 -5.732 -2.761 -0.0138
C 2.191 -6.664 -3.162 -0.6985
C 3.431 -6.726 -2.544 -0.4276
C 3.733 -5.835 -1.519 -0.6214
C 2.799 -4.901 -1.121 -0.9345
C -0.042 -4.324 0.521 0.3386
C 0.127 -3.614 1.701 1.2490
C -0.223 -4.185 2.911 -0.4520
C -0.722 -5.478 2.943 -0.9480
C -0.877 -6.199 1.766 -0.7074
C -0.531 -5.629 0.559 -0.7683
C -2.952 -3.606 0.119 1.3605
C -3.558 -4.828 -0.172 -0.5620
C -4.195 -5.536 0.825 -0.7030
C -4.249 -5.028 2.115 -0.5775
C -3.643 -3.815 2.406 -0.6504
C -3.003 -3.099 1.415 -0.2600
C -3.703 -2.349 -2.280 1.0099
C -4.082 -3.279 -3.251 -0.2511
C -5.260 -3.108 -3.949 -0.7022
C -6.079 -2.015 -3.686 -0.4811
C -5.701 -1.082 -2.731 -0.6550
C -4.528 -1.254 -2.026 -1.3619
H -0.740 -2.853 -2.979 0.5739
H -1.384 -4.439 -2.416 0.6071
H 0.290 -5.698 -3.253 0.3158
H 1.960 -7.348 -3.968 0.3889
H 4.163 -7.456 -2.863 0.3584
H 4.703 -5.870 -1.044 0.3951
H 3.012 -4.191 -0.332 0.4521
H 0.499 -2.599 1.673 -0.8991
H -0.141 -3.573 3.802 0.6148
H -1.006 -5.928 3.885 0.4020
H -1.291 -7.200 1.793 0.3884
H -0.643 -6.186 -0.363 0.4609
H -3.535 -5.218 -1.181 0.2811
H -4.650 -6.492 0.603 0.4046
H -4.752 -5.585 2.893 0.3791
H -3.653 -3.427 3.412 0.4838
H -2.523 -2.157 1.639 0.4276
H -3.454 -4.133 -3.465 0.2341
H -5.546 -3.829 -4.704 0.3861
H -7.007 -1.896 -4.228 0.3590
H -6.318 -0.217 -2.541 0.4562
H -4.217 -0.541 -1.277 0.6618
O -0.202 -1.728 4.647 -0.6864
C -0.617 -0.779 3.978 -0.4120
O -0.802 -0.687 2.761 -0.3732
H -0.886 0.163 4.591 0.1902
Te -3.715 2.223 -2.617 -0.2208
C -4.878 3.903 -2.228 -0.1685
C -5.893 4.048 -1.327 -0.3250
C -6.460 5.337 -1.283 -0.5066
C -5.881 6.200 -2.157 -0.4521
S -4.623 5.418 -3.055 -0.1933
H -6.206 3.223 -0.706 0.3532
H -7.269 5.612 -0.624 0.3263
H -6.098 7.237 -2.334 0.3443
```


Values for E_tot, Ha, ordered as above
-5623.7892, -5081.5753, -3425.6934, -5759.4549, -3605.8023
Values for max |F|, Eh/bohr, ordered as above
0.0222, 0.0155, 0.0111, 0.0245, 0.0677